No. 1
The following is a quantum chemistry calculation of C55H35N6O2PtS as an isolated structure, from OMol25.

Last column: Mulliken charge in e.
Element x y z (Å)
Pt 0.07962 0.03485 -0.17814  0.6143
C -5.49962 2.17332 -4.79504  -0.4343
C -5.19647 2.64971 -3.52762  -0.9147
C -4.20682 2.03639 -2.77456  -0.1238
C -3.48489 0.96181 -3.29355  -0.1336
C -3.80522 0.48163 -4.56154  -0.2134
C -4.81253 1.08009 -5.30304  -0.8837
C -2.38925 0.39302 -2.46256  1.3579
C -1.08012 0.36020 -2.94432  0.0725
C -0.65257 0.54647 -4.30184  -1.4095
C 0.69148 0.37698 -4.33300  -1.7234
C 1.13026 0.16979 -2.98515  0.1440
C 2.46058 0.18536 -2.57327  1.3664
C 3.51329 0.24298 -3.63315  -1.0527
C 3.95323 1.48272 -4.09027  0.2694
C 4.92864 1.55125 -5.07458  -0.9576
C 5.46801 0.38545 -5.60228  -0.4041
C 5.02634 -0.84984 -5.15197  -0.8538
C 4.04566 -0.92242 -4.17099  0.2176
C 2.86878 0.35944 -1.25678  0.2244
N 2.04078 0.39995 -0.16890  0.4732
C 2.76499 0.80572 0.91512  0.2318
C 2.29601 0.88855 2.22577  1.8719
C 3.17365 1.56785 3.22037  -0.8057
C 3.36163 2.94397 3.11907  -0.0611
C 4.17682 3.60652 4.02503  -0.8692
C 4.83711 2.89543 5.01683  -0.4415
C 4.67201 1.52059 5.10816  -0.8718
C 3.83597 0.85994 4.21969  -0.0043
C 1.09662 0.30927 2.64072  0.0744
C 0.70453 0.02750 3.99226  -1.5691
C -0.43629 -0.70238 3.93685  -1.7650
C -0.82042 -0.79551 2.55639  0.3430
N 0.14096 -0.18897 1.80555  0.7525
C -2.05138 -1.26719 2.10125  1.4225
C -2.58324 -0.93267 0.85136  0.4753
C -3.94708 -1.06572 0.42937  -1.6216
C -4.05029 -0.50529 -0.80248  -1.6384
C -2.73973 -0.07362 -1.18903  0.0394
N -1.87983 -0.34932 -0.16837  0.4753
C -2.81823 -2.17313 3.00090  -0.4018
C -4.09395 -1.87215 3.47096  -0.1474
C -4.79262 -2.79138 4.23912  -0.8515
C -4.23194 -4.02498 4.53798  -0.4648
C -2.95517 -4.32742 4.08689  -0.8824
C -2.25040 -3.40320 3.32971  -0.0293
C 4.12671 0.99886 0.49875  -1.5484
C 4.19511 0.69987 -0.82158  -1.7961
N 0.03112 0.11535 -2.17979  0.9147
H -6.27084 2.65180 -5.38393  0.4030
H -5.73040 3.49922 -3.12272  0.4139
H -3.96470 2.40476 -1.78456  0.4712
H -3.30079 -0.39624 -4.94632  0.5548
H -5.06497 0.68829 -6.27974  0.4015
H -1.30365 0.77120 -5.12879  0.7423
H 1.34651 0.44215 -5.18603  0.6297
H 3.51341 2.38235 -3.67521  0.5355
H 5.26817 2.51546 -5.43013  0.4111
H 6.23344 0.44001 -6.36528  0.4009
H 5.44366 -1.75952 -5.56365  0.4078
H 3.69358 -1.88308 -3.81418  0.4407
H 2.84740 3.49481 2.33968  0.5365
H 4.30196 4.67884 3.95102  0.4137
H 5.48707 3.41051 5.71175  0.4003
H 5.20164 0.95861 5.86626  0.3966
H 3.71940 -0.21604 4.27592  0.4923
H 1.24639 0.34500 4.86746  0.7447
H -1.00868 -1.10106 4.75851  0.6471
H -4.74036 -1.51732 0.99930  0.7452
H -4.93040 -0.43270 -1.42017  0.6525
H -4.52445 -0.89989 3.26520  0.6039
H -5.78132 -2.54406 4.60306  0.3953
H -4.78683 -4.74733 5.12174  0.4070
H -2.50890 -5.28619 4.31713  0.4079
H -1.26243 -3.64646 2.95613  0.3075
H 4.93260 1.29874 1.14846  0.6535
H 5.06447 0.71535 -1.45809  0.6318
O 0.89407 2.74184 -2.10087  -0.5292
C 0.33955 2.96284 -1.05770  -0.0879
N -0.17714 2.02784 -0.14308  1.3587
C -0.67488 2.67233 1.00892  0.1639
O -1.13050 2.13604 1.98431  -0.5747
C -0.51772 4.13521 0.77287  -0.1663
C -0.87401 5.20867 1.56089  -0.4065
C -0.61787 6.48176 1.05784  -0.5657
C -0.01840 6.65549 -0.18592  -0.6360
C 0.34730 5.56162 -0.96661  -0.2655
C 0.08002 4.30801 -0.46048  -0.0316
H -1.33520 5.06582 2.52923  0.5574
H -0.89242 7.35038 1.64171  0.4387
H 0.16373 7.65589 -0.55568  0.4453
H 0.81771 5.68753 -1.93284  0.5465
S 0.54344 -4.47535 0.41610  -0.1171
C -0.42117 -4.12977 -0.95677  -0.2603
C -0.31302 -2.82321 -1.28454  -1.0240
N 0.52750 -2.10732 -0.45976  0.4238
C 1.04442 -2.86112 0.47544  -0.1642
H -1.00334 -4.89163 -1.44774  0.4745
H -0.78470 -2.33124 -2.12136  0.3803
H 1.74439 -2.49917 1.21571  0.3254

2S+1: 1
Net charge: +1
Orbital gap (alpha / beta), eV: 5.8 / 5.8
HOMO (alpha / beta), eV: -9.59 / -9.59

---

No. 2
The following is a quantum chemistry calculation of C55H43N2OP2S2ScSi as an isolated structure, from OMol25.

Last column: Mulliken charge in e.
Element x y z (Å)
Sc -0.10935 0.53705 -1.23119  -0.9958
S -1.32829 0.33875 -3.45810  -0.6133
C -2.59798 1.49728 -3.13600  1.0359
C -3.55430 1.59349 -4.19091  -0.5873
N -4.32139 1.61437 -5.04887  -0.5508
C -2.77913 2.24859 -2.01540  1.3299
S -1.81270 2.25043 -0.55851  -0.1816
C -3.90217 3.12806 -1.97064  -0.7898
N -4.79641 3.84965 -1.89885  -0.5555
C -2.40398 -2.87297 5.22258  -1.7092
C -1.26097 -3.17601 4.23637  1.6573
C -0.47189 -4.40906 4.71002  -1.7252
C -0.33325 -1.97421 4.17707  0.7250
C 0.31425 -1.51180 5.31735  -0.4471
C 1.12798 -0.39172 5.29624  -1.3847
C 1.30581 0.30768 4.11460  -0.1939
C 0.68919 -0.13775 2.95668  0.0731
P 0.87681 0.72444 1.35063  1.2250
C 0.85537 2.45087 1.93132  0.7152
C 1.85295 3.38589 1.68529  -0.3135
C 1.68057 4.70237 2.09241  -0.5522
C 0.51274 5.09079 2.72655  -0.7270
C -0.49027 4.16050 2.96863  -0.6795
C -0.32191 2.84672 2.57269  -0.7565
C 2.59850 0.25688 0.95892  1.0678
C 2.71626 -0.73220 -0.01944  -0.0627
C 3.95656 -1.21329 -0.40086  -1.0107
C 5.09668 -0.69643 0.19391  -0.5935
C 4.98917 0.27238 1.18037  -0.7879
C 3.74654 0.74259 1.57495  -0.2230
C -0.11253 -1.27781 2.99556  -0.8534
O -0.63971 -1.64563 1.79340  0.7280
C -1.50978 -2.69966 1.74451  -0.0649
C -2.03770 -2.96786 0.48425  -0.4091
C -2.95264 -4.00151 0.34207  0.0813
C -3.30945 -4.76722 1.43780  -1.5597
C -2.75143 -4.49683 2.67556  -0.5712
C -1.84812 -3.45708 2.86099  0.4772
P -1.53845 -1.95890 -0.97836  1.7311
C -0.77240 -3.27222 -2.00186  0.7735
C -0.10232 -4.32462 -1.37451  -0.4738
C 0.51143 -5.31449 -2.12509  -0.7478
C 0.45466 -5.27257 -3.51044  -0.6042
C -0.17256 -4.21006 -4.14184  -0.8648
C -0.76907 -3.20322 -3.39591  -0.7141
C -3.24909 -1.73767 -1.60082  1.0878
C -3.83286 -2.43296 -2.65392  -0.2990
C -5.15740 -2.19096 -2.98732  -0.7974
C -5.90958 -1.28239 -2.25930  -0.6204
C -5.34666 -0.62402 -1.17754  -0.7155
C -4.01907 -0.84975 -0.84995  -0.8817
H -2.01112 -2.68025 6.22128  0.4047
H -3.09404 -3.71444 5.28381  0.4008
H -2.96210 -1.99408 4.89772  0.3758
H -0.06246 -4.24859 5.70803  0.4094
H 0.35539 -4.61501 4.02955  0.3693
H -1.11614 -5.28777 4.74470  0.3974
H 0.17666 -2.04470 6.24997  0.4155
H 1.61323 -0.05885 6.20387  0.4291
H 1.90602 1.20817 4.09322  0.4584
H 2.75600 3.08544 1.17088  0.1571
H 2.45793 5.42992 1.89373  0.4026
H 0.37243 6.12362 3.01770  0.4105
H -1.40507 4.46275 3.46112  0.4617
H -1.10647 2.11761 2.74273  0.3875
H 1.81527 -1.15547 -0.46846  -0.1963
H 4.03074 -1.98310 -1.15778  0.4958
H 6.07109 -1.05332 -0.11181  0.3954
H 5.88156 0.66627 1.64954  0.4483
H 3.67865 1.48717 2.35689  0.2983
H -3.38157 -4.19930 -0.63132  0.5032
H -4.02382 -5.57252 1.33098  0.4476
H -3.03077 -5.11059 3.52279  0.4079
H -0.06524 -4.37620 -0.29382  0.3659
H 1.02977 -6.12228 -1.62435  0.4645
H 0.90758 -6.06381 -4.09390  0.4015
H -0.20509 -4.16091 -5.22266  0.4595
H -1.22829 -2.36252 -3.89916  0.4713
H -3.26114 -3.15514 -3.21985  0.5344
H -5.60151 -2.71342 -3.82464  0.4202
H -6.93379 -1.07893 -2.54255  0.3837
H -5.93391 0.08503 -0.60769  0.4719
H -3.56601 -0.33035 -0.01323  0.2889
C 6.28383 2.37239 -1.61744  -0.5656
C 5.80193 1.45725 -2.54292  -0.6811
C 4.44629 1.40658 -2.83098  -0.4681
C 3.53461 2.27581 -2.22557  0.3777
C 4.04783 3.20840 -1.32201  -0.2847
C 5.40051 3.25342 -1.01175  -0.5572
Si 1.67209 2.08034 -2.64701  1.3081
C 0.77773 3.76876 -2.68628  0.3550
C 0.00050 4.10729 -3.79549  -0.3983
C -0.71501 5.29544 -3.83506  -0.6077
C -0.66530 6.17681 -2.76492  -0.5629
C 0.08191 5.84758 -1.64340  -0.8936
C 0.78224 4.65201 -1.60745  0.5567
H 7.34135 2.40865 -1.38557  0.4021
H 6.48791 0.79179 -3.05419  0.4239
H 4.08525 0.68961 -3.56235  0.3726
H 3.38725 3.94660 -0.88388  0.3232
H 5.76813 3.98877 -0.30466  0.4195
H 1.79225 1.80812 -4.11819  -0.4070
H -0.05239 3.42620 -4.63826  0.3303
H -1.31565 5.53431 -4.70426  0.4078
H -1.20815 7.11284 -2.80337  0.3842
H 0.10857 6.51536 -0.78983  0.3984
H 1.32187 4.39535 -0.70753  -0.2655

2S+1: 1
Orbital gap, eV: 6.8
HOMO, eV: -7.29

---

> Look up the 2S+1 of the first one.

1

---

> What is the formula in the first record?

C55H35N6O2PtS